The following is a DFT calculation (ωB97M-V/def2-TZVPD) of C6H16ClIO2PYb as an isolated structure.

Results
- relative energy (zero: lowest compared OMol25 entry of this formula, charge and spin) (kJ/mol) = 0.00
- net charge = +2
- multiplicity = 2
- frontier orbital gap (spin up / spin down) (eV) = 7.089 / 5.486

CARTESIAN COORDINATES (ANGSTROEM)
C1 -0.070 1.033 -1.284
I1 1.932 0.348 2.032
H1 0.195 -0.027 -1.539
H2 0.823 1.648 -1.359
H3 -0.813 1.377 -2.027
Yb1 2.401 -1.706 -0.366
P1 -1.566 -0.348 0.702
C2 -2.291 0.185 2.262
C3 -2.866 -0.641 -0.497
H4 -0.324 -2.285 -0.070
H5 -1.252 -2.573 1.425
H6 0.261 -1.649 1.542
C4 -0.612 -1.855 0.904
H7 -2.473 -1.211 -1.351
H8 -3.682 -1.215 -0.044
H9 -3.056 -0.540 2.593
H10 -2.742 1.178 2.131
H11 -3.272 0.313 -0.866
H12 -1.486 0.249 3.008
C5 -0.671 1.165 0.081
O1 -0.589 2.153 0.807
Cl1 0.999 -2.410 -2.228
C6 3.616 1.393 -0.701
O2 3.164 0.157 -1.317
H13 2.993 2.235 -1.028
H14 4.667 1.550 -0.910
H15 3.458 1.259 0.386
H16 3.257 0.219 -2.285



The following is a DFT calculation (ωB97M-V/def2-TZVPD) of C6H16F6FeN8O10S2 as an isolated structure.

Results
- relative energy (zero: lowest compared OMol25 entry of this formula, charge and spin) (kJ/mol) = 986.36
- net charge = 0
- multiplicity = 9
- frontier orbital gap (spin up / spin down) (eV) = 3.555 / 3.813

CARTESIAN COORDINATES (ANGSTROEM)
Fe1 0.236 0.148 0.549
C1 -2.125 2.081 -5.882
F1 -3.205 1.716 -5.191
F2 -1.507 0.963 -6.240
F3 -2.372 2.964 -6.889
S1 -0.849 2.953 -4.650
O1 -0.731 2.076 -3.501
O2 0.364 3.212 -5.436
O3 -1.569 4.213 -4.322
C2 5.003 -3.153 -3.277
F4 5.689 -2.987 -4.423
F5 3.747 -3.505 -3.446
F6 5.585 -4.120 -2.505
S2 4.862 -1.399 -2.511
O4 6.171 -1.064 -1.771
O5 4.600 -0.514 -3.653
O6 3.677 -1.415 -1.593
C3 2.717 5.067 1.270
O7 2.417 3.960 0.917
N1 2.215 6.097 0.688
N2 3.658 5.352 2.141
H1 1.626 5.841 -0.092
H2 2.398 7.027 1.036
H3 3.846 6.340 2.233
H4 3.960 4.599 2.743
C4 0.956 -2.506 5.170
O8 0.629 -1.645 4.340
N3 2.146 -2.922 5.410
N4 0.165 -3.352 5.721
H5 2.176 -3.919 5.254
H6 2.763 -2.271 4.946
H7 0.645 -4.040 6.284
H8 -0.832 -3.244 5.607
C5 -1.935 -4.507 -1.240
O9 -1.422 -3.532 -0.668
N5 -2.709 -5.448 -0.668
N6 -1.803 -4.840 -2.450
H9 -2.868 -5.252 0.310
H10 -3.126 -6.250 -1.120
H11 -0.924 -4.560 -2.860
H12 -2.278 -5.650 -2.822
C6 -4.790 1.998 2.575
O10 -3.719 1.649 2.053
N7 -5.998 1.492 2.443
N8 -4.861 3.001 3.415
H13 -6.808 1.946 2.841
H14 -6.152 0.804 1.720
H15 -3.939 3.269 3.729
H16 -5.731 3.323 3.813



The following is a DFT calculation (ωB97M-V/def2-TZVPD) of an isolated ion of composition C6H16FNP and charge +1.

Results
- relative energy (zero: lowest compared OMol25 entry of this formula, charge and spin) (kJ/mol) = 0.00
- net charge = +1
- frontier orbital gap (eV) = 9.777
- SMILES string = CC[C@](C)(C[NH3+])[C@H](F)P

CARTESIAN COORDINATES (ANGSTROEM)
C1 -2.433 -0.279 -0.312
C2 -1.000 -0.559 -0.969
C3 0.064 -0.448 0.049
C4 -0.186 -1.453 1.212
C5 0.219 1.002 0.679
N1 0.469 1.976 -0.343
C6 1.451 -0.785 -0.653
F1 1.808 -2.122 -0.465
P1 3.106 0.336 0.056
H1 -3.160 -0.832 -0.874
H2 -2.574 0.803 -0.536
H3 -2.543 -0.431 0.720
H4 -1.071 -1.578 -1.546
H5 -0.983 0.178 -1.874
H6 -1.159 -1.224 1.600
H7 0.519 -1.206 1.992
H8 -0.198 -2.487 1.019
H9 -0.776 1.250 1.102
H10 0.942 0.936 1.566
H11 1.533 2.007 -0.657
H12 0.356 2.982 -0.098
H13 -0.141 1.869 -1.129
H14 1.670 -0.679 -1.799
H15 4.060 -0.411 -0.668
H16 3.120 -0.271 1.280



The following is a DFT calculation (ωB97M-V/def2-TZVPD) of a 2-piece molecular cluster, C6H16FNPS2 overall.

Results
- net charge = -1
- frontier orbital gap (eV) = 7.463

CARTESIAN COORDINATES (ANGSTROEM)
C1 3.186 -0.811 -0.561
C2 2.294 0.039 0.331
C3 1.532 1.074 -0.469
N1 0.637 1.966 0.287
P1 -0.586 1.009 1.021
S1 -1.266 2.292 2.556
C4 -1.924 1.174 -0.229
C5 -2.793 -0.094 -0.299
C6 -2.023 -1.409 -0.068
S2 -2.397 -2.603 -1.394
H1 2.556 -1.695 -0.744
H2 3.435 -0.314 -1.500
H3 4.106 -1.088 -0.048
H4 2.804 0.518 1.174
H5 1.553 -0.645 0.746
H6 2.227 1.694 -1.039
H7 0.922 0.535 -1.197
H8 1.116 2.525 0.980
H9 -0.911 1.489 3.553
H10 -2.534 2.048 -0.004
H11 -1.425 1.345 -1.180
H12 -3.647 -0.004 0.370
H13 -3.215 -0.129 -1.304
H14 -0.945 -1.283 -0.074
H15 -2.325 -1.869 0.866
H16 -1.238 -3.257 -1.319
F1 0.861 -2.504 -0.455



no.,M (g mol⁻¹),largest force on an atom (eV Å⁻¹)
1,486.6,3.02
2,594.2,7.48
3,152.2,4.71
4,216.3,0.76